1.
Formula: C7H28O7
Source: the OMol25 dataset
Level of theory: ωB97M-V/def2-TZVPD

The total energy is -22026.7690 eV. Its strongest force on any atom is 11.07 eV/A. The relative energy (zero: lowest compared OMol25 entry of this formula, charge and spin) comes out at 1843.7 kJ/mol. The value obtained for the orbital gap is 8.4 eV. Its spin multiplicity is 1.

The geometry in XYZ format:
```
42
C7H28O7 | the OMol25 dataset | ωB97M-V/def2-TZVPD
C -13.67 5.81 -20.55
O -13.20 7.09 -20.14
H -14.42 5.96 -21.33
H -12.87 5.13 -20.85
H -14.14 5.32 -19.70
H -13.00 7.60 -20.92
C -12.97 10.28 -23.62
O -12.39 9.46 -24.59
H -12.95 11.34 -23.85
H -14.02 10.03 -23.45
H -12.55 10.09 -22.63
H -12.56 9.84 -25.46
C -12.30 7.03 -24.21
O -11.34 8.02 -23.85
H -13.27 7.22 -23.75
H -12.42 7.08 -25.29
H -11.92 6.07 -23.88
H -11.64 8.90 -24.08
C -9.00 9.17 -20.58
O -9.06 10.10 -19.53
H -8.84 9.75 -21.48
H -8.17 8.48 -20.44
H -9.89 8.53 -20.61
H -8.31 10.68 -19.66
C -12.19 8.80 -21.12
O -12.37 7.61 -21.92
H -12.44 8.62 -20.07
H -11.16 9.16 -21.08
H -12.69 9.68 -21.53
H -11.87 7.73 -22.73
C -11.50 11.05 -20.05
O -11.02 9.83 -19.48
H -11.25 11.12 -21.11
H -12.58 10.99 -19.98
H -11.12 11.94 -19.56
H -10.06 9.85 -19.46
C -14.41 8.66 -21.89
O -14.84 10.02 -21.99
H -15.21 7.98 -22.20
H -13.56 8.50 -22.54
H -14.16 8.26 -20.90
H -14.13 10.64 -21.84
```

Mulliken population analysis, charges in e, atoms 1 to 4: -0.900 -0.674 0.218 0.209

2.
Formula: C7H28O7
Source: the OMol25 dataset
Level of theory: ωB97M-V/def2-TZVPD

The total energy is -22040.6833 eV. Its strongest force on any atom is 2.64 eV/A. The relative energy (zero: lowest compared OMol25 entry of this formula, charge and spin) comes out at 501.2 kJ/mol. The value obtained for the orbital gap is 10.6 eV. Its spin multiplicity is 1.

The geometry in XYZ format:
```
42
C7H28O7 | the OMol25 dataset | ωB97M-V/def2-TZVPD
C -11.20 -32.95 -9.04
O -10.97 -34.38 -8.74
H -11.77 -32.49 -8.24
H -10.22 -32.48 -9.16
H -11.61 -32.78 -10.04
H -10.26 -34.35 -8.09
C -7.47 -29.83 -3.86
O -8.27 -31.04 -3.98
H -8.10 -29.02 -3.49
H -6.76 -29.79 -3.04
H -6.97 -29.45 -4.75
H -8.90 -31.03 -3.26
C 0.43 -34.01 -4.16
O 1.62 -34.31 -4.83
H 0.59 -33.12 -3.56
H -0.40 -33.80 -4.83
H 0.29 -34.84 -3.45
H 2.18 -34.78 -4.22
C -4.68 -32.71 -15.10
O -5.34 -32.60 -16.35
H -5.38 -32.98 -14.31
H -3.94 -33.50 -15.05
H -4.18 -31.82 -14.73
H -4.88 -31.98 -16.92
C -1.67 -28.92 -6.58
O -2.43 -28.70 -5.47
H -0.86 -29.62 -6.34
H -2.35 -29.43 -7.26
H -1.39 -27.99 -7.08
H -3.00 -27.96 -5.70
C -5.89 -33.19 -7.88
O -6.71 -34.00 -7.12
H -6.02 -33.45 -8.93
H -6.11 -32.12 -7.86
H -4.87 -33.18 -7.49
H -6.88 -33.56 -6.28
C -8.21 -37.70 -2.38
O -8.90 -38.43 -1.45
H -7.41 -37.11 -1.94
H -7.77 -38.34 -3.14
H -8.92 -37.04 -2.89
H -9.82 -38.48 -1.72
```

Mulliken population analysis, charges in e, atoms 1 to 4: -0.507 -0.494 0.237 0.215

3.
Formula: C7H29NO8
Source: the OMol25 dataset
Level of theory: ωB97M-V/def2-TZVPD

The total energy is -25586.7025 eV. Its strongest force on any atom is 7.90 eV/A. The relative energy (zero: lowest compared OMol25 entry of this formula, charge and spin) comes out at 1342.2 kJ/mol. The value obtained for the orbital gap is 7.1 eV. Its spin multiplicity is 1.

The geometry in XYZ format:
```
45
C7H29NO8 | the OMol25 dataset | ωB97M-V/def2-TZVPD
C -0.53 2.01 3.55
O -0.84 1.01 2.54
C -0.19 -0.23 2.74
C 1.28 -0.19 2.30
N 1.49 -0.03 0.87
C 1.15 1.26 0.26
C 1.87 1.44 -1.09
O 1.03 1.05 -2.13
C 1.56 1.36 -3.40
H -0.91 3.00 3.28
H 0.55 2.13 3.64
H -0.93 1.71 4.52
H -0.71 -0.99 2.17
H -0.20 -0.53 3.79
H 1.75 -1.13 2.57
H 1.83 0.56 2.86
H 2.42 -0.33 0.65
H 1.41 2.11 0.90
H 0.08 1.28 0.08
H 2.86 0.99 -1.17
H 2.14 2.49 -1.15
H 1.07 0.74 -4.15
H 2.63 1.13 -3.43
H 1.37 2.39 -3.69
C 0.13 -1.76 -2.51
O -0.28 -3.06 -2.71
H -0.62 -1.33 -1.85
H 1.10 -1.66 -2.03
H 0.08 -1.21 -3.46
H -0.37 -3.38 -1.81
O -3.34 -1.08 -0.05
H -3.13 -0.52 -0.80
H -3.06 -0.59 0.71
O -0.60 -1.02 -0.18
H 0.18 -0.66 0.24
H -1.33 -0.52 0.19
O -1.02 0.54 -1.56
H -1.00 -0.29 -1.08
H -0.10 0.78 -1.66
O -0.67 -3.10 -0.68
H -1.61 -3.32 -0.69
H -0.64 -2.22 -0.31
O -2.00 0.10 0.98
H -1.22 0.36 1.48
H -2.68 0.71 1.26
```

Mulliken population analysis, charges in e, atoms 1 to 4: -0.820 -0.458 -1.224 -0.920

4.
Formula: C7H2Cl4I2O2Os
Source: the OMol25 dataset
Level of theory: ωB97M-V/def2-TZVPD

The total energy is -80124.2675 eV. Its strongest force on any atom is 0.14 eV/A. As for the net charge: +2. The value obtained for the orbital gap (spin up / spin down) is 7.5 / 5.1 eV. Its spin multiplicity is 5.

The geometry in XYZ format:
```
18
C7H2Cl4I2O2Os | the OMol25 dataset | ωB97M-V/def2-TZVPD
Os 0.00 -1.46 -0.21
Cl -5.03 -2.38 4.13
C -4.17 -1.96 2.77
C -4.82 -1.37 1.66
Cl -6.49 -1.09 1.71
C -4.08 -1.03 0.54
Cl -4.77 -0.33 -0.82
C -2.67 -1.29 0.54
O -1.91 -0.99 -0.49
C -2.03 -1.87 1.64
O -0.70 -2.05 1.49
C -2.74 -2.22 2.76
Cl -1.97 -2.91 4.08
I 2.58 -2.07 0.12
C 2.93 -1.28 -1.83
I 1.02 -0.64 -2.54
H 3.31 -2.07 -2.48
H 3.60 -0.43 -1.76
```

Mulliken population analysis, charges in e, atoms 1 to 4: 1.047 -0.022 0.584 0.096

5.
Formula: C7H30O10
Source: the OMol25 dataset
Level of theory: ωB97M-V/def2-TZVPD

The total energy is -28216.0174 eV. Its strongest force on any atom is 9.57 eV/A. The relative energy (zero: lowest compared OMol25 entry of this formula, charge and spin) comes out at 567.2 kJ/mol. The value obtained for the orbital gap is 8.8 eV. Its spin multiplicity is 1.

The geometry in XYZ format:
```
47
C7H30O10 | the OMol25 dataset | ωB97M-V/def2-TZVPD
C 2.23 -1.71 1.87
C 1.43 -1.89 0.61
C 0.22 -1.25 0.41
C -0.33 -1.31 -0.98
C -0.91 0.11 -1.47
C -2.55 0.18 -1.19
C -2.76 0.72 0.17
O -3.63 0.23 0.89
H 1.94 -2.32 2.77
H 3.37 -1.74 1.80
H 1.84 -0.60 2.23
H 1.87 -2.24 -0.27
H -0.28 -0.65 1.12
H 0.38 -1.83 -1.60
H -1.12 -2.06 -0.86
H -0.24 0.97 -0.97
H -0.88 0.32 -2.47
H -2.97 -0.93 -1.26
H -2.92 0.81 -1.98
H -2.16 1.53 0.45
O 0.51 -2.73 3.93
H -0.11 -2.07 4.24
H 0.00 -3.26 3.24
O 2.77 2.30 -2.66
H 1.81 2.55 -2.67
H 3.26 2.55 -3.44
O 3.66 -0.63 -1.44
H 3.42 0.06 -2.00
H 2.96 -0.70 -0.71
O -1.36 -3.66 -2.47
H -0.35 -3.24 -2.47
H -1.21 -4.52 -2.87
O 2.78 4.17 -0.01
H 3.61 3.99 0.03
H 2.61 3.48 -0.75
O -2.48 -3.32 0.36
H -2.07 -3.38 -0.40
H -2.83 -2.51 0.48
O 0.57 2.94 0.70
H 0.51 3.29 1.66
H 1.52 3.02 0.68
O 0.02 4.49 -2.04
H 0.52 4.73 -1.26
H -0.82 4.15 -1.62
O -1.77 0.08 3.54
H -1.77 0.99 3.12
H -2.37 -0.45 2.90
```

Mulliken population analysis, charges in e, atoms 1 to 4: -1.146 -1.390 0.364 0.805

6.
Formula: C7H32N15O7
Source: the OMol25 dataset
Level of theory: ωB97M-V/def2-TZVPD

The total energy is -44450.5017 eV. Its strongest force on any atom is 7.38 eV/A. As for the net charge: +2. The value obtained for the orbital gap (spin up / spin down) is 9.2 / 3.1 eV. Its spin multiplicity is 2.

The geometry in XYZ format:
```
61
C7H32N15O7 | the OMol25 dataset | ωB97M-V/def2-TZVPD
N 15.24 28.77 -0.23
H 15.82 28.10 -0.72
H 15.70 29.65 -0.04
H 14.91 28.40 0.65
H 14.53 28.89 -0.94
C 13.95 24.71 -1.06
O 13.08 23.89 -0.97
N 14.92 24.69 -1.89
N 14.03 25.74 -0.25
H 14.75 24.00 -2.60
H 15.52 25.51 -1.92
H 14.91 26.23 -0.26
H 13.37 25.71 0.51
C 13.35 29.21 -3.44
O 13.41 28.75 -2.33
N 13.27 28.61 -4.63
N 13.20 30.46 -3.62
H 12.92 29.10 -5.44
H 13.23 27.60 -4.69
H 12.99 30.81 -4.54
H 13.58 31.09 -2.92
C 16.14 26.68 2.81
O 16.47 26.58 1.70
N 17.02 26.78 3.76
N 14.96 26.42 3.36
H 17.95 26.45 3.51
H 16.66 26.92 4.69
H 14.21 26.27 2.71
H 14.68 26.61 4.31
C 17.85 27.07 -1.35
O 16.70 27.10 -1.63
N 18.82 26.89 -2.22
N 18.23 27.30 -0.17
H 19.67 26.50 -1.83
H 18.49 26.83 -3.18
H 17.59 27.27 0.61
H 19.20 27.51 -0.01
C 14.45 29.83 3.27
O 14.04 29.20 2.31
N 15.56 29.96 3.85
N 13.53 30.46 4.02
H 16.46 29.56 3.61
H 15.44 30.51 4.68
H 12.58 30.35 3.69
H 13.57 31.03 4.86
C 13.02 32.00 -0.17
O 12.97 32.64 -1.20
N 11.89 31.65 0.42
N 14.03 31.45 0.35
H 11.01 31.98 0.05
H 11.88 31.02 1.21
H 13.99 31.12 1.31
H 14.84 31.95 0.03
C 18.28 30.84 -0.34
O 17.29 30.30 0.07
N 19.43 30.95 0.30
N 18.31 31.63 -1.43
H 19.61 30.28 1.03
H 20.15 31.37 -0.28
H 17.56 31.62 -2.11
H 19.14 32.10 -1.76
```

Mulliken population analysis, charges in e, atoms 1 to 4: 0.244 -0.340 0.611 0.250